(1)
DFT (wB97M-V/def2-TZVPD) results for a molecular structure, C15H37IrN5S2Si2 at a distorted geometry.

XYZ file:
```
62
Properties=species:S:1:pos:R:3:nbo_charge:R:1
Ir -0.1313 0.6511 0.4078 0.780
N 2.2120 0.0696 0.1769 -0.804
C 2.8416 -0.7794 1.2011 -0.234
C 2.8687 -0.1040 2.5707 -0.422
C 1.5156 0.0167 3.2694 -0.230
N 0.6329 0.9955 2.6210 -0.762
H 2.3123 -0.3714 -0.7349 0.411
H 2.7135 0.9558 0.1337 0.392
H 3.8801 -1.0135 0.9229 0.214
H 2.2818 -1.7158 1.2530 0.227
H 3.3074 0.8909 2.4674 0.202
H 3.5207 -0.6924 3.2172 0.247
H 1.7048 0.3128 4.3078 0.215
H 1.0043 -0.9492 3.2848 0.218
H 1.0691 1.9150 2.6485 0.398
H -0.2228 1.0780 3.1675 0.408
C -5.3686 1.7496 0.8031 -0.413
N -4.7659 0.6158 0.1672 -0.365
C -5.5130 -0.2494 -0.7325 -0.217
C -4.4735 -1.2988 -1.1627 -0.227
N -3.3233 -0.9558 -0.3442 -0.583
C -3.5328 0.1624 0.3529 0.366
S -2.4390 0.8782 1.4158 -0.110
H -6.0580 1.4394 1.5947 0.211
H -5.9142 2.3334 0.0629 0.222
H -4.5886 2.3690 1.2434 0.240
H -5.8996 0.3244 -1.5762 0.225
H -6.3648 -0.6859 -0.2003 0.210
H -4.2182 -1.2223 -2.2243 0.224
H -4.8037 -2.3197 -0.9496 0.216
H -2.4212 -1.4150 -0.4120 0.463
S -0.0576 2.6548 -0.9678 0.044
C -1.3770 1.9068 -1.6310 -0.015
N -2.3137 1.4320 -2.1202 -0.360
C 2.0434 -3.3976 -1.3628 -1.093
Si 0.2477 -2.7163 -1.4644 1.609
C -0.7851 -4.0713 -2.3074 -1.097
C 0.2699 -1.0922 -2.4795 -1.079
C -0.4476 -2.3038 0.2347 -1.350
Si -1.2256 -3.4086 1.5423 1.620
C 0.2216 -4.3750 2.3426 -1.088
C -2.1076 -2.3692 2.8804 -1.118
C -2.4621 -4.6388 0.7802 -1.093
H 2.2791 -3.8957 -2.2997 0.245
H 2.1461 -4.1271 -0.5664 0.239
H 2.7945 -2.6293 -1.2078 0.208
H -0.4662 -4.2210 -3.3341 0.248
H -1.8452 -3.8456 -2.3269 0.233
H -0.6577 -5.0190 -1.7967 0.240
H 1.2271 -0.9177 -2.9613 0.234
H 0.0563 -0.2305 -1.8350 0.186
H -0.4833 -1.0943 -3.2587 0.259
H -0.1484 -1.3026 0.6330 0.093
H 0.9859 -3.7191 2.7460 0.218
H 0.6886 -5.0281 1.6158 0.235
H -0.1471 -4.9917 3.1545 0.239
H -1.7123 -2.5760 3.8699 0.239
H -3.1672 -2.6038 2.9113 0.243
H -2.0215 -1.3011 2.7091 0.229
H -1.9621 -5.3458 0.1294 0.240
H -3.2259 -4.1353 0.1978 0.225
H -2.9679 -5.2127 1.5507 0.247
```

**HOMO energy (spin up / spin down)**: -9.7082 / -9.6968 eV
**Molar mass**: 600.0 g mol⁻¹
**Net charge**: +1
**2S+1**: 1



(2)
DFT (wB97M-V/def2-TZVPD) results for 3 unconnected molecules or ions with the total composition C18H15F3 at a distorted geometry.

XYZ file:
```
36
Properties=species:S:1:pos:R:3:nbo_charge:R:1
F -0.0612 2.4335 6.0402 -0.312
C -0.3015 2.0986 4.7430 0.412
C -0.7131 0.8107 4.4798 -0.273
C -0.7694 0.3445 3.1909 -0.201
C -0.3922 1.2076 2.1105 -0.233
C -0.0727 2.5508 2.3719 -0.205
C 0.0014 2.9514 3.6977 -0.274
H -1.0403 0.1438 5.2637 0.239
H -1.1145 -0.6239 2.8599 0.213
H -0.4193 0.8853 1.0801 0.187
H 0.2333 3.2463 1.6044 0.213
H 0.3554 3.9370 3.9616 0.235
F 3.0033 -3.5769 -2.3039 -0.308
C 2.0502 -2.9803 -1.5367 0.395
C 0.7525 -2.7903 -1.9803 -0.284
C -0.2370 -2.3177 -1.1152 -0.212
C 0.0756 -2.1444 0.2590 -0.223
C 1.4103 -2.1811 0.6766 -0.165
C 2.3817 -2.6372 -0.2355 -0.263
H 0.4256 -3.0340 -2.9804 0.228
H -1.2412 -2.2992 -1.5122 0.217
H -0.7153 -1.8248 0.9214 0.219
H 1.6346 -1.9313 1.7031 0.239
H 3.3360 -2.8552 0.2207 0.247
F -1.5616 2.6351 -0.9838 -0.236
C -1.1724 1.7733 -1.9361 0.582
C -2.0978 0.9965 -2.6044 -0.258
C -1.6389 0.0789 -3.5090 -0.140
C -0.2464 0.0124 -3.7106 0.024
C 0.6761 0.7740 -3.0343 -0.183
C 0.2249 1.6747 -2.1311 -0.197
H -3.1624 1.1388 -2.4910 0.275
H -2.3614 -0.5602 -3.9948 0.262
H 0.1086 -0.6991 -4.4415 0.244
H 1.7194 0.5138 -3.1356 0.265
H 0.9297 2.2487 -1.5479 0.272
```

**HOMO energy (spin up / spin down)**: -11.6115 / -11.6107 eV
**Molar mass**: 288.3 g mol⁻¹
**Net charge**: +1
**Energy above the lowest of the compared OMol25 structures with the same formula, charge and spin**: 0.0 kcal/mol
**2S+1**: 2



(3)
DFT (wB97M-V/def2-TZVPD) results for 16 unconnected molecules or ions with the total composition C36H108N20O20 at a distorted geometry.

XYZ file:
```
184
Properties=species:S:1:pos:R:3:lowdin_charge:R:1
C -5.4102 -1.4098 -0.6539 -0.063
O -6.4362 -1.7753 0.3273 -0.173
C -5.9277 -2.3095 1.5297 -0.238
C -7.0433 -2.5064 2.5419 -0.213
N -7.9643 -3.5210 2.0877 -0.069
C -9.0604 -3.9042 2.9632 -0.200
C -9.7996 -5.1638 2.4095 -0.226
O -10.3510 -4.9077 1.1326 -0.200
C -10.9963 -6.0702 0.5321 -0.081
H -5.0926 -0.3683 -0.6027 0.074
H -5.7187 -1.4984 -1.6956 0.087
H -4.5363 -2.0395 -0.4877 0.048
H -5.2110 -1.6611 2.0337 0.099
H -5.4031 -3.2359 1.2962 0.104
H -7.5456 -1.5486 2.6778 0.123
H -6.6322 -2.7960 3.5089 0.121
H -8.3738 -3.0380 1.3009 0.104
H -9.7282 -3.1158 3.3104 0.114
H -8.5014 -4.1749 3.8590 0.111
H -10.5059 -5.4776 3.1780 0.116
H -9.0293 -5.9138 2.2300 0.113
H -12.0593 -6.1257 0.7671 0.079
H -10.5393 -7.0361 0.7469 0.082
H -10.9004 -5.8121 -0.5225 0.084
C 2.9686 5.0586 -0.6038 -0.069
O 2.6396 3.8312 0.0780 -0.191
C 3.4845 2.7148 -0.1785 -0.202
C 2.9784 1.5493 0.6420 -0.164
N 1.8072 0.8987 0.0221 -0.042
C 1.3308 -0.1734 0.8575 -0.216
C 0.1449 -0.9156 0.2002 -0.173
O -0.8011 0.1179 0.2024 -0.246
C -2.0087 -0.1870 -0.4755 -0.062
H 2.8969 4.9640 -1.6873 0.067
H 3.9650 5.4191 -0.3481 0.070
H 2.3057 5.8988 -0.3971 0.092
H 4.4940 2.9313 0.1710 0.110
H 3.6453 2.5238 -1.2395 0.100
H 2.5986 1.9134 1.5966 0.110
H 3.7053 0.7441 0.7494 0.098
H 1.1326 1.6503 0.0322 0.083
H 1.0059 0.1123 1.8579 0.108
H 2.0771 -0.8832 1.2145 0.124
H -0.1884 -1.8392 0.6736 0.101
H 0.3722 -1.1518 -0.8394 0.109
H -2.4764 0.7965 -0.4303 0.091
H -2.6165 -0.9067 0.0731 0.066
H -1.8825 -0.6135 -1.4706 0.090
C -2.1327 -6.1876 3.2343 -0.100
O -1.8091 -4.8844 2.8205 -0.263
C -2.4589 -3.8931 3.6010 -0.197
C -2.2627 -2.4799 3.1328 -0.206
N -2.6161 -1.4583 4.0955 -0.032
C -2.8306 -0.1290 3.5532 -0.225
C -3.0948 0.8466 4.6329 -0.183
O -1.8352 1.0093 5.2921 -0.207
C -1.1957 2.2778 5.1402 -0.090
H -3.0543 -6.5934 2.8171 0.092
H -1.9843 -6.3459 4.3025 0.102
H -1.3645 -6.8343 2.8103 0.096
H -2.0301 -3.9833 4.5990 0.124
H -3.5315 -4.0466 3.7199 0.129
H -2.8097 -2.4176 2.1921 0.101
H -1.2249 -2.3256 2.8372 0.112
H -1.9550 -1.4329 4.8585 0.059
H -3.7073 -0.1790 2.9074 0.103
H -1.9910 0.1087 2.9001 0.114
H -3.8736 0.5187 5.3213 0.134
H -3.4153 1.7592 4.1303 0.112
H -1.8354 3.0710 5.5272 0.089
H -1.0538 2.4817 4.0789 0.061
H -0.2089 2.4030 5.5860 0.078
C 4.6910 -0.1527 -8.0670 -0.108
O 3.9911 0.1467 -6.8454 -0.220
C 2.6159 -0.4372 -6.8178 -0.152
C 1.9873 -0.0822 -5.4520 -0.200
N 0.5220 -0.1509 -5.4663 -0.051
C -0.1333 0.0440 -4.1889 -0.225
C 0.1837 1.2520 -3.3515 -0.170
O 0.1168 2.4465 -4.2314 -0.175
C 0.3263 3.6504 -3.5637 -0.125
H 4.1903 0.2401 -8.9520 0.081
H 4.7418 -1.2395 -8.1328 0.078
H 5.7232 0.1969 -8.0868 0.085
H 2.7685 -1.5028 -6.9892 0.110
H 1.9944 -0.0599 -7.6298 0.113
H 2.3565 0.8281 -4.9796 0.086
H 2.4134 -0.8583 -4.8163 0.107
H 0.2487 0.5440 -6.1464 0.106
H -0.1630 -0.8336 -3.5430 0.090
H -1.1535 0.1650 -4.5531 0.120
H 1.0976 1.1329 -2.7695 0.103
H -0.6071 1.3562 -2.6085 0.108
H 1.3621 3.9848 -3.5066 0.065
H -0.0966 3.7342 -2.5625 0.077
H -0.1195 4.4408 -4.1675 0.092
C -0.7721 3.4023 0.5803 -0.148
O -0.6623 2.3875 1.5369 -0.156
H -0.9659 4.3751 1.0323 0.086
H 0.1810 3.5729 0.0797 0.057
H -1.6241 3.0920 -0.0244 0.074
H -0.7902 1.5031 1.1860 0.014
C 6.4804 0.1657 0.9230 -0.158
O 7.4526 1.0666 1.4073 -0.122
H 5.8607 0.7105 0.2108 0.047
H 6.9126 -0.7523 0.5247 0.092
H 5.7573 -0.2274 1.6377 0.077
H 7.9041 0.6262 2.1311 0.086
C -4.3376 2.8621 1.2212 -0.197
O -4.4902 3.3951 -0.0637 -0.092
H -3.4111 3.0683 1.7571 0.061
H -5.0286 3.0951 2.0313 0.079
H -4.4639 1.7870 1.0933 0.068
H -4.6954 4.3232 0.0712 0.082
C 1.4990 4.0437 3.5916 -0.149
O 1.4191 4.1970 5.0037 -0.121
H 2.0977 3.1775 3.3100 0.070
H 0.4888 3.8590 3.2262 0.047
H 1.7790 4.9047 2.9847 0.079
H 0.6521 4.7238 5.2397 0.076
C 4.7308 8.6636 -2.7125 -0.872
O 4.8041 9.7576 -3.1551 0.053
N 5.5370 8.1465 -1.8709 0.183
N 3.8665 7.8317 -3.1761 0.175
H 5.4494 7.2131 -1.4954 0.073
H 6.1307 8.8378 -1.4352 0.120
H 3.7367 6.8854 -2.8480 0.068
H 3.3357 8.0980 -3.9931 0.122
C 4.3692 4.0603 -4.3340 -0.795
O 3.9483 5.1874 -4.3336 0.041
N 3.8546 3.0396 -4.9595 0.182
N 5.3260 3.6830 -3.5457 0.177
H 3.1973 3.2255 -5.7034 0.123
H 3.9735 2.1013 -4.6051 0.082
H 5.5393 2.7048 -3.4129 0.096
H 5.6139 4.4264 -2.9255 0.058
C 6.8230 4.5233 -0.5866 -0.782
O 6.2912 5.1190 -1.4918 0.020
N 7.0641 5.0546 0.5973 0.180
N 7.2552 3.3393 -0.6494 0.211
H 7.5484 4.6609 1.3914 0.117
H 7.0777 6.0645 0.6089 0.116
H 7.1989 2.7776 -1.4869 0.130
H 7.4651 2.8722 0.2212 0.088
C 0.5089 -1.6134 5.7719 -0.724
O -0.5518 -2.1255 6.1384 0.015
N 1.7221 -1.9002 6.1358 0.177
N 0.5163 -0.6396 4.8701 0.178
H 1.8862 -2.6467 6.7960 0.127
H 2.4257 -1.3182 5.7042 0.112
H 1.4021 -0.4007 4.4478 0.105
H -0.3876 -0.4011 4.4877 0.074
C -2.7248 -4.1770 -0.5094 -0.764
O -1.6788 -3.6138 -0.4209 0.049
N -3.2568 -4.8734 0.5089 0.195
N -3.4515 -4.1808 -1.5730 0.184
H -4.0150 -5.5335 0.4119 0.117
H -2.6624 -5.0070 1.3145 0.051
H -4.4463 -4.3532 -1.5480 0.123
H -3.0913 -3.7275 -2.4006 0.110
C 4.0866 -1.2304 -1.9390 -0.788
O 4.8422 -1.9955 -2.5158 0.022
N 4.2294 0.0934 -2.0705 0.165
N 3.0015 -1.5446 -1.3915 0.219
H 4.9732 0.4343 -2.6627 0.100
H 3.4476 0.6924 -1.8469 0.053
H 2.7277 -2.5112 -1.4953 0.097
H 2.4482 -0.8200 -0.9569 0.056
C 0.7761 -3.7891 -3.0573 -0.705
O 1.3480 -3.9439 -1.9501 -0.009
N 1.3584 -3.8172 -4.2094 0.185
N -0.4764 -3.4060 -3.2237 0.165
H 2.3630 -3.7482 -4.2874 0.129
H 0.7987 -3.5888 -5.0185 0.111
H -0.9690 -3.3723 -2.3426 0.060
H -0.8726 -3.1161 -4.1064 0.113
C 1.8831 -4.8852 2.0115 -0.847
O 3.0270 -5.1971 1.8277 0.049
N 1.0868 -4.5014 1.0960 0.193
N 1.2303 -5.0071 3.1147 0.176
H 1.5688 -4.4866 0.2086 0.091
H 0.1336 -4.1686 1.1245 0.080
H 1.5729 -5.5963 3.8600 0.121
H 0.2450 -4.7891 3.0710 0.072
```

**HOMO energy**: -8.7558 eV
**Molar mass**: 1141.4 g mol⁻¹
**Net charge**: 0
**Energy above the lowest of the compared OMol25 structures with the same formula, charge and spin**: 119.9 kcal/mol
**2S+1**: 1



(4)
DFT (wB97M-V/def2-TZVPD) results for 9 unconnected molecules or ions with the total composition C4H27NO9 at a distorted geometry.

XYZ file:
```
41
Properties=species:S:1:pos:R:3:nbo_charge:R:1
C -0.3141 -2.9561 -0.1301 -0.423
N -0.1881 -1.5387 0.2291 -0.669
C -0.8405 -1.0951 -2.2169 -0.626
C -0.8935 -0.6540 -0.7268 -0.060
C -0.1976 0.6891 -0.5475 -0.105
O -1.0714 1.7722 -0.9804 -0.820
H -1.3115 -3.1619 -0.5008 0.184
H -0.1080 -3.6223 0.6989 0.219
H 0.4611 -3.3299 -0.8203 0.193
H -0.7149 -1.4026 1.0914 0.409
H -1.3676 -0.3421 -2.7975 0.228
H -1.1585 -2.1125 -2.3575 0.224
H 0.1834 -0.9277 -2.5385 0.191
H -1.9527 -0.4585 -0.5227 0.184
H 0.2633 1.0055 0.3836 0.206
H 0.5800 0.8029 -1.3293 0.179
H -0.8168 2.6484 -0.6299 0.511
H -3.5877 2.0357 0.6344 0.459
H -2.9828 1.0669 -0.2650 0.478
O -3.8120 1.1915 0.2263 -0.946
H 2.4342 -0.2989 -0.2499 0.480
H 1.4577 -1.1112 0.4896 0.495
O 2.3563 -0.6594 0.6490 -1.014
H 2.6784 1.9193 2.0866 0.472
H 1.9377 0.7025 1.8014 0.506
O 1.7744 1.5945 2.1957 -0.999
H 2.2577 1.0570 -3.3112 0.502
H 2.4422 -0.3448 -2.6968 0.464
O 2.6519 0.5861 -2.5659 -0.965
H -0.4278 4.2439 0.8374 0.483
H 0.7125 3.2570 1.2058 0.515
O 0.1456 3.5580 0.4833 -0.972
H 1.0489 2.7005 -2.2237 0.473
H -0.0721 1.8869 -2.7902 0.488
O 0.7033 2.4091 -3.0749 -0.956
H -2.4848 -2.0492 2.9502 0.478
H -0.9605 -2.2494 3.3706 0.504
O -1.6524 -2.4816 2.7255 -0.991
H 0.7790 -0.6641 3.7066 0.492
H 1.3826 -2.0766 3.5479 0.487
O 0.6651 -1.5904 3.9625 -0.957
```

**HOMO energy**: -9.7233 eV
**Molar mass**: 233.3 g mol⁻¹
**Net charge**: 0
**SMILES**: CN[C@H](C)CO.O.O.O.O.O.O.O.O
**Energy above the lowest of the compared OMol25 structures with the same formula, charge and spin**: 46.5 kcal/mol
**2S+1**: 1